# 1
Here is a molecular structure, C34H29IrN4O7S in a non-equilibrium geometry from the OMol25 dataset. Energies are from wB97M-V/def2-TZVPD.

The geometry in ORCA input format:
```
! RIJCOSX wB97M-V def2-TZVPD def2/J DEFGRID3
* xyz -1 6
Ir 0.679 -0.430 -1.450
O -2.561 0.181 2.002
C -1.723 0.101 3.044
C -2.277 0.072 4.326
C -1.469 -0.017 5.439
C -0.085 -0.065 5.304
C 0.474 -0.037 4.041
C -0.325 0.037 2.899
C 0.293 -0.043 1.552
O -0.416 0.168 0.513
N 1.557 -0.434 1.526
N 2.081 -0.646 0.325
C 3.159 -1.379 0.301
C 3.952 -1.647 -0.838
C 5.007 -2.577 -0.730
C 5.788 -2.904 -1.804
C 5.569 -2.266 -3.044
C 4.584 -1.332 -3.183
C 3.710 -0.993 -2.101
O 2.791 -0.139 -2.267
H -2.011 0.242 1.191
H -3.356 0.118 4.414
H -1.917 -0.050 6.425
H 0.546 -0.137 6.180
H 1.544 -0.076 3.900
H 3.473 -1.821 1.247
H 5.185 -3.058 0.225
H 6.564 -3.653 -1.709
H 6.185 -2.524 -3.896
H 4.412 -0.830 -4.127
O -0.103 -3.126 1.645
C -0.555 -2.750 0.570
O 0.118 -2.594 -0.510
C -2.052 -2.476 0.490
C -2.836 -2.990 1.513
C -4.211 -2.825 1.528
C -4.833 -2.105 0.514
C -4.074 -1.576 -0.508
C -2.677 -1.752 -0.544
S -1.891 -1.041 -1.915
H -2.332 -3.529 2.304
H -4.802 -3.257 2.326
H -5.905 -1.953 0.521
H -4.541 -1.005 -1.300
C -1.265 5.058 2.918
C -0.983 4.400 1.592
C -2.010 4.041 0.728
C -1.750 3.446 -0.500
C -2.879 3.038 -1.407
C -0.425 3.217 -0.872
C 0.619 3.547 -0.017
C 2.061 3.277 -0.369
C 0.323 4.136 1.209
C -0.133 2.713 -2.280
O -0.240 3.555 -3.167
O 0.265 1.508 -2.474
H -2.338 5.167 3.079
H -0.808 6.050 2.959
H -0.858 4.467 3.740
H -3.041 4.212 1.022
H -3.844 3.260 -0.950
H -2.832 1.964 -1.608
H -2.809 3.548 -2.369
H 2.151 2.727 -1.305
H 2.532 2.680 0.416
H 2.613 4.215 -0.459
H 1.140 4.389 1.880
N 0.259 -3.140 -3.084
C 0.016 -3.749 -4.253
C 0.433 -2.889 -5.250
C 0.915 -1.761 -4.569
N 0.799 -1.936 -3.262
H 0.071 -3.400 -2.110
H -0.422 -4.731 -4.309
H 0.379 -3.042 -6.313
H 1.341 -0.851 -4.958
*
```

Computed properties:
<S²> ... 8.795
F_max ... 1.5 eV Å⁻¹
Frontier orbital gap (alpha / beta) ... 7.314 / 4.633 eV
E_tot ... -69695.4631 eV
ΔE to the lowest compared entry with this formula, charge and spin ... 86.9 kJ/mol

# 2
Here is a molecular structure, C32H36N6S3SbSn from the OMol25 dataset. Energies are from wB97M-V/def2-TZVPD.

The geometry in ORCA input format:
```
! RIJCOSX wB97M-V def2-TZVPD def2/J DEFGRID3
* xyz 1 1
Sn 0.218 0.465 -0.313
C -1.313 0.113 3.030
C -0.249 1.154 3.047
C 0.508 1.421 4.181
C 1.411 2.469 4.159
C 1.470 3.268 3.027
C 0.710 2.915 1.927
N -0.092 1.857 1.922
Sb 0.612 4.285 0.252
C -1.376 3.679 -0.422
C -2.302 4.697 -0.601
C -3.575 4.383 -1.049
C -3.869 3.058 -1.310
C -2.887 2.095 -1.113
C -3.171 0.656 -1.394
N -1.670 2.411 -0.668
C 1.665 3.158 -1.286
C 2.939 3.527 -1.682
C 3.418 3.035 -2.887
C 2.563 2.314 -3.704
C 1.293 1.991 -3.237
C 0.273 1.318 -4.094
N 0.901 2.348 -2.013
H -1.200 -0.580 3.859
H -1.283 -0.434 2.084
H -2.287 0.600 3.108
H 0.391 0.806 5.059
H 2.031 2.681 5.017
H 2.112 4.135 2.983
H -2.030 5.720 -0.396
H -4.320 5.149 -1.191
H -4.846 2.769 -1.661
H -4.100 0.545 -1.946
H -3.257 0.108 -0.454
H -2.354 0.214 -1.966
H 3.545 4.164 -1.053
H 4.424 3.263 -3.213
H 2.875 2.004 -4.689
H 0.706 0.493 -4.649
H -0.129 2.038 -4.809
H -0.551 0.973 -3.471
S 4.223 -2.082 0.674
C 2.805 -1.293 0.707
S 2.596 0.397 0.791
S 1.270 -2.249 0.517
C 4.378 -1.999 -3.820
N 3.060 -1.687 -3.336
C 1.892 -2.245 -3.761
C 0.901 -1.670 -3.023
N 1.452 -0.776 -2.158
C 2.750 -0.812 -2.374
H 4.313 -2.317 -4.859
H 4.829 -2.801 -3.231
H 5.016 -1.119 -3.753
H 1.857 -2.987 -4.533
H -0.161 -1.827 -3.062
H 3.481 -0.237 -1.842
C -3.357 -4.014 0.044
N -2.787 -3.513 1.281
C -3.512 -2.350 1.738
C -1.385 -3.247 1.102
C -0.573 -3.007 2.342
C -1.009 -3.312 3.623
C -0.223 -3.018 4.727
C 1.020 -2.429 4.562
C 1.502 -2.175 3.289
C 0.706 -2.463 2.194
H -4.421 -4.198 0.184
H -2.874 -4.952 -0.230
H -3.228 -3.295 -0.786
H -4.570 -2.593 1.820
H -3.401 -1.501 1.036
H -3.147 -2.043 2.713
H -1.252 -2.353 0.430
H -0.941 -4.098 0.575
H -1.964 -3.797 3.738
H -0.582 -3.247 5.719
H 1.636 -2.196 5.419
H 2.491 -1.759 3.161
*
```

Computed properties:
F_max ... 0.7 eV Å⁻¹
Frontier orbital gap ... 7.553 eV
E_tot ... -87578.3749 eV

# 3
Here is a single C4H9N molecule from the OMol25 dataset. Energies are from wB97M-V/def2-TZVPD.

The geometry in ORCA input format:
```
! RIJCOSX wB97M-V def2-TZVPD def2/J DEFGRID3
* xyz 0 1
C -1.457 0.361 -0.609
C -0.580 0.482 0.615
C 0.100 -0.692 1.223
N 0.871 0.360 0.591
C 1.565 -0.024 -0.625
H -2.493 0.170 -0.304
H -1.449 1.298 -1.176
H -1.144 -0.442 -1.283
H -0.911 1.269 1.296
H 0.029 -1.638 0.679
H 0.206 -0.799 2.301
H 2.548 -0.405 -0.331
H 1.063 -0.812 -1.208
H 1.717 0.843 -1.275
*
```

Computed properties:
F_max ... 0.3 eV Å⁻¹
Frontier orbital gap ... 10.043 eV
E_tot ... -5782.7035 eV
ΔE to the lowest compared entry with this formula, charge and spin ... 106.9 kJ/mol
SMILES ... C[C@H]1CN1C